No. 1
The following is a DFT calculation (ωB97M-V with the def2-TZVPD basis set) of a molecular structure, C43H31InN2O9P.

The geometry in XYZ format:
```
87
Properties=species:S:1:pos:R:3:forces:R:3
N -0.377616 -4.168527 0.599396 0.060 -0.086 -0.863
C 0.565742 -4.458583 -0.532150 0.162 -0.014 0.396
In 2.624313 -4.731056 0.321622 -1.112 -0.117 0.583
O 3.494854 -6.443738 -0.584796 0.739 0.136 -0.038
N 4.654015 -6.805648 -0.046748 -0.334 -0.538 -0.678
O 4.700073 -6.762085 1.144627 0.072 0.239 0.313
P 4.208934 -2.780122 -0.076829 2.082 -0.157 1.669
O 5.295932 -2.630310 1.011165 -1.106 0.029 -0.968
H -0.141603 -3.266747 0.981845 0.050 0.155 0.338
H -0.166108 -4.842297 1.318315 -0.066 0.026 0.415
H 0.534598 -3.627906 -1.244206 -0.106 -0.119 0.037
H 0.181532 -5.347065 -1.040886 0.202 0.101 -0.099
H 2.489250 -5.007929 2.071564 -0.053 0.219 -0.333
H 4.907842 -2.919809 -1.322713 -0.580 0.383 -0.168
H 3.529179 -1.525628 -0.189495 -0.076 -0.267 -0.437
C 0.618844 3.201457 -6.285259 0.098 0.014 0.027
C 1.484483 4.255159 -6.565596 0.079 -0.096 0.095
C 2.734988 4.308537 -5.967220 -0.189 0.017 -0.108
C 3.120956 3.313427 -5.073951 -0.165 0.003 -0.061
C 2.243355 2.271376 -4.778383 -0.014 0.127 -0.110
C 0.999813 2.211121 -5.394377 -0.087 0.165 -0.214
C 2.609082 1.225335 -3.792844 -0.269 -0.452 0.204
O 1.837353 0.319203 -3.541069 0.013 0.093 -0.039
C 3.923495 1.317889 -3.117248 0.157 0.030 0.087
C 4.254982 0.378256 -2.147310 0.173 0.068 0.013
C 5.485814 0.438884 -1.511196 0.036 0.025 -0.042
C 6.393995 1.436755 -1.856658 -0.152 0.022 -0.076
C 6.066331 2.381592 -2.818911 0.065 -0.116 0.146
C 4.825253 2.332146 -3.446242 0.010 -0.055 0.039
C 4.467985 3.367867 -4.447595 0.417 0.351 -0.054
O 5.254096 4.247206 -4.747753 -0.113 -0.081 0.010
H -0.353822 3.157168 -6.757720 -0.008 0.017 0.023
H 1.183089 5.034890 -7.252758 -0.002 -0.001 -0.002
H 3.408519 5.124528 -6.189337 0.105 -0.060 0.075
H 0.330999 1.392320 -5.172613 0.118 -0.097 0.036
H 3.551386 -0.396633 -1.888190 -0.091 0.011 -0.108
H 5.741861 -0.292237 -0.751518 -0.036 0.001 -0.007
H 7.358289 1.480415 -1.367737 0.001 -0.009 0.006
H 6.771493 3.158872 -3.078580 -0.090 0.060 -0.084
C -5.880780 6.465236 -2.890910 0.037 -0.097 0.020
C -6.765148 5.840642 -2.016502 0.095 -0.070 -0.015
C -6.479806 4.576997 -1.523510 -0.079 0.178 -0.044
C -5.312430 3.927012 -1.911662 -0.014 0.197 -0.117
C -4.436651 4.544320 -2.805463 -0.181 0.079 0.086
C -4.719638 5.819490 -3.285606 -0.156 0.112 0.029
C -3.208440 3.847140 -3.266813 0.412 0.145 -0.333
O -2.445185 4.388993 -4.044023 -0.108 -0.024 0.048
C -2.941886 2.477001 -2.766901 -0.019 -0.141 0.056
C -1.825830 1.786849 -3.229037 -0.012 -0.206 0.117
C -1.555677 0.509400 -2.761137 -0.040 0.019 -0.007
C -2.396163 -0.081904 -1.821875 -0.051 0.091 -0.020
C -3.513441 0.598748 -1.361499 0.137 -0.085 -0.061
C -3.795201 1.876184 -1.838314 0.108 -0.049 -0.046
C -5.010464 2.580023 -1.362140 -0.253 -0.337 0.375
O -5.749937 2.068397 -0.543544 0.031 0.082 -0.087
H -6.100828 7.455497 -3.268246 0.001 0.000 0.000
H -7.676940 6.341575 -1.718150 0.004 0.004 0.007
H -7.164130 4.093831 -0.840076 0.096 -0.111 0.022
H -4.034867 6.302642 -3.968600 0.083 -0.119 -0.005
H -1.170062 2.245310 -3.952149 -0.067 0.188 0.028
H -0.685996 -0.024365 -3.124356 0.029 0.039 0.036
H -2.179457 -1.075522 -1.451002 0.011 0.003 0.002
H -4.167471 0.137343 -0.634972 -0.081 0.102 -0.003
C 2.474244 -2.616057 7.945974 -0.111 -0.004 -0.083
C 2.829456 -2.601947 6.599899 -0.102 0.010 0.058
C 1.848307 -2.623472 5.621272 0.143 0.018 0.017
C 0.506556 -2.670675 5.987304 0.134 -0.022 0.228
C 0.150061 -2.708763 7.336798 0.116 0.013 -0.073
C 1.138812 -2.670087 8.315230 0.194 -0.001 -0.005
C -1.274861 -2.808520 7.741203 -0.066 -0.014 0.522
O -1.589206 -2.836482 8.916863 0.007 0.006 -0.124
C -2.310441 -2.883300 6.678723 -0.107 -0.019 -0.157
C -3.647315 -3.034207 7.035081 -0.176 -0.008 -0.103
C -4.623002 -3.093232 6.052012 0.130 0.021 -0.009
C -4.269878 -2.993663 4.709149 0.086 0.007 0.083
C -2.939707 -2.847818 4.348064 -0.175 -0.019 -0.019
C -1.956232 -2.800661 5.331378 -0.227 -0.026 0.110
C -0.532825 -2.676489 4.930189 0.233 0.010 -0.485
O -0.222684 -2.586527 3.762044 -0.082 0.054 -0.067
H 3.242172 -2.591026 8.708306 0.001 -0.004 -0.001
H 3.872364 -2.573447 6.313497 -0.006 -0.003 -0.022
H 2.124690 -2.609791 4.575229 -0.116 -0.026 -0.026
H 0.864509 -2.687322 9.360849 -0.132 -0.021 -0.032
H -3.923074 -3.108927 8.077806 0.137 0.027 0.041
H -5.661519 -3.215934 6.331243 0.000 0.004 0.001
H -5.033414 -3.034257 3.943361 0.004 -0.003 -0.004
H -2.664160 -2.776316 3.304364 0.143 -0.023 0.037
```
Positions in Å, forces in eV/Å.

Computed properties:
Molecular weight ... 865.52 u
Net charge ... -1
Orbital gap ... 5.0262 eV
LUMO level ... 0.339 eV

Atom charges from the Löwdin analysis, given in e for atoms 1 to 6: atom 1 (N): -0.1197, atom 2 (C): -0.3907, atom 3 (In): 0.5772, atom 4 (O): -0.3392, atom 5 (N): -0.2348, atom 6 (O): -0.1028

=====

No. 2
The following is a DFT calculation (ωB97M-V with the def2-TZVPD basis set) of a molecular structure, C6H14Si2.

The geometry in XYZ format:
```
22
Properties=species:S:1:pos:R:3:forces:R:3
C -4.329470 -1.019281 -0.874700 -0.357 -1.249 1.120
C -3.478721 -0.774264 0.109851 1.280 0.982 -5.672
C 0.466065 -0.209928 1.527194 2.171 0.905 -1.430
C 0.706732 -0.366213 -1.146715 1.656 -1.212 -0.918
C 3.600631 -0.872383 0.100504 -2.433 1.607 -3.111
C -1.050594 2.424025 -0.343405 -1.193 -1.808 -0.565
Si 1.744087 -1.219849 0.271686 -2.020 0.503 0.161
Si -0.477309 0.511633 0.019123 -1.247 0.305 -0.219
H -5.272550 -1.556000 -0.618171 0.297 0.600 0.118
H -4.223632 -1.018324 -1.951952 0.665 0.488 0.034
H -3.551401 -0.787446 1.091066 -0.542 -0.330 4.436
H -0.024331 -0.789271 2.247571 -0.958 -0.957 0.893
H 1.001326 0.565226 2.097319 -0.040 -0.005 -0.124
H 1.468869 0.052095 -1.838266 -0.607 0.710 0.405
H 0.322787 -1.159337 -1.806568 -0.524 0.199 0.327
H 3.714892 0.193682 0.124858 -0.040 0.948 0.433
H 4.199721 -1.248205 0.825238 1.983 -1.567 1.874
H 3.914193 -1.019095 -0.973639 -0.177 -0.729 1.177
H -0.792717 2.712914 -1.394609 -0.385 -0.400 0.857
H -2.167521 2.493328 -0.149056 1.107 -0.552 -0.800
H -0.748475 3.198374 0.300931 1.275 0.798 0.990
H 1.519269 -2.728157 0.361333 0.088 0.763 0.016
```
Positions in Å, forces in eV/Å.

Computed properties:
Molecular weight ... 142.35 u
Orbital gap (spin up / spin down) ... 7.1082 / 8.2465 eV
LUMO level (spin up / spin down) ... 0.312 / 0.248 eV

Atom charges from the natural (NBO) analysis, given in e for atoms 1 to 6: atom 1 (C): -0.5188, atom 2 (C): -0.1899, atom 3 (C): -1.2865, atom 4 (C): -1.4084, atom 5 (C): -1.0809, atom 6 (C): -1.0788

=====

No. 3
The following is a DFT calculation (ωB97M-V with the def2-TZVPD basis set) of a molecular structure, C36H10Cl5F15GeN3O2RhS.

The geometry in XYZ format:
```
74
Properties=species:S:1:pos:R:3:forces:R:3
Rh -0.649274 0.053115 -0.615547 0.700 -0.322 -0.408
O 1.090210 3.880234 -1.281870 0.020 -0.003 0.024
C 0.779365 2.690259 -1.312158 0.068 -0.048 -0.107
N 0.298847 1.950092 -0.318660 -0.317 0.037 0.135
C 0.278157 2.531970 0.995127 0.047 0.004 0.030
C 0.132063 1.442888 2.030165 0.024 0.015 -0.002
C 0.177432 1.716297 3.394118 0.020 0.012 -0.013
C 0.032947 0.680258 4.295146 0.000 -0.024 -0.009
C -0.157019 -0.612756 3.819790 0.028 0.024 0.004
C -0.197383 -0.805980 2.454852 0.039 -0.037 -0.012
N -0.052554 0.199674 1.586601 -0.155 -0.051 0.018
C 1.042598 1.869358 -2.561046 -0.039 0.008 0.025
C 1.621135 2.456662 -3.673592 -0.005 -0.010 0.007
C 1.982621 1.647021 -4.737760 -0.014 0.001 0.002
C 1.778725 0.278318 -4.640462 -0.003 0.008 0.009
C 1.180992 -0.222920 -3.495688 -0.020 -0.056 -0.018
N 0.793714 0.557212 -2.490172 0.020 0.121 0.078
H -0.535254 3.259596 1.133204 -0.013 -0.020 -0.022
H 1.200198 3.093144 1.185943 -0.008 0.003 -0.007
H 0.327506 2.734465 3.728968 0.004 0.001 0.000
H 0.069729 0.873286 5.359294 -0.002 0.001 0.007
H -0.269043 -1.451838 4.491277 -0.005 -0.003 0.002
H -0.349923 -1.785139 2.015368 -0.018 0.000 0.003
H 1.789523 3.523922 -3.659069 0.001 0.003 -0.007
H 2.438122 2.072945 -5.622271 0.001 0.002 -0.007
H 2.080069 -0.396415 -5.430026 0.010 -0.002 -0.004
H 1.012199 -1.283603 -3.357795 0.012 0.001 0.010
Cl -8.048470 0.707282 0.068127 -0.003 -0.006 -0.004
C -6.417707 0.282255 0.250853 0.002 -0.032 0.014
C -5.411073 1.198168 -0.144192 0.001 -0.042 -0.018
Cl -5.848444 2.733157 -0.759374 0.003 0.016 -0.001
C -4.092740 0.846667 -0.033956 0.008 -0.049 0.042
Cl -2.824256 1.911189 -0.434875 -0.185 0.083 -0.022
C -3.706688 -0.473834 0.433954 -0.007 -0.084 -0.152
O -2.544175 -0.895366 0.370784 -0.135 0.289 0.279
C -4.764787 -1.325497 0.951784 -0.005 0.063 -0.017
Cl -4.278907 -2.765033 1.702966 0.024 0.018 0.116
C -6.082740 -0.966934 0.823821 -0.025 0.085 0.004
Cl -7.321137 -2.025030 1.346390 0.002 0.060 0.063
F 1.249200 -4.844600 -2.329535 -0.015 0.013 -0.021
C 0.293200 -5.444025 -3.042204 0.018 -0.059 0.043
C -0.922676 -4.826369 -3.277653 0.018 -0.034 0.002
C -1.826226 -5.535568 -4.050519 -0.054 -0.065 -0.005
F -3.011880 -4.980631 -4.364659 0.012 0.022 -0.007
C -1.574514 -6.798306 -4.548833 0.044 0.030 0.029
F -2.480895 -7.441646 -5.283982 -0.015 -0.012 -0.020
C -0.351824 -7.391379 -4.280014 -0.015 0.076 0.045
F -0.084060 -8.606460 -4.743920 0.013 -0.035 -0.024
C 0.587304 -6.709928 -3.528028 -0.061 0.020 -0.007
F 1.764900 -7.276811 -3.270570 0.034 -0.015 -0.004
Ge -1.454522 -3.064916 -2.563225 -0.009 -0.049 -0.011
S -0.143567 -2.372847 -1.004303 -0.020 0.054 -0.028
C -1.570883 -1.870331 -4.150858 -0.047 0.052 0.038
C -1.175626 -2.214147 -5.432717 0.087 -0.011 -0.053
F -0.797566 -3.463867 -5.727267 0.025 0.003 -0.071
C -1.114272 -1.299504 -6.473661 0.018 -0.006 0.058
F -0.707600 -1.678393 -7.683458 0.004 -0.020 -0.042
C -1.460736 0.019685 -6.250044 -0.048 -0.032 0.091
F -1.397040 0.905519 -7.234377 0.010 0.048 -0.054
C -1.877524 0.405118 -4.987737 0.011 -0.046 -0.061
F -2.222775 1.668755 -4.749828 0.013 0.018 0.009
C -1.918042 -0.542767 -3.986715 -0.117 0.064 -0.007
F -2.322535 -0.106680 -2.778094 -0.010 0.035 0.209
C -3.289318 -3.452394 -1.897191 -0.065 0.030 -0.009
C -4.459503 -2.774765 -2.188525 -0.048 0.042 0.008
F -4.463844 -1.698980 -2.992977 0.098 0.006 0.002
C -5.694626 -3.148767 -1.681410 0.033 -0.103 -0.049
F -6.788989 -2.437200 -1.968762 0.001 0.014 0.005
C -5.791949 -4.271306 -0.879939 0.029 0.014 -0.062
F -6.966068 -4.639024 -0.379729 -0.029 -0.089 -0.039
C -4.649037 -4.990437 -0.580329 0.005 0.036 -0.040
F -4.724991 -6.048590 0.224866 0.000 -0.012 0.008
C -3.431147 -4.558813 -1.073517 -0.003 -0.062 0.001
F -2.351006 -5.267300 -0.718142 0.005 0.007 0.021
```
Positions in Å, forces in eV/Å.

Computed properties:
Molecular weight ... 1186.31 u
Orbital gap (spin up / spin down) ... 7.4290 / 4.7802 eV
LUMO level (spin up / spin down) ... -0.359 / -3.565 eV
2S+1 ... 5

Atom charges from the Löwdin analysis, given in e for atoms 1 to 6: atom 1 (Rh): 0.8619, atom 2 (O): 0.0282, atom 3 (C): -0.5225, atom 4 (N): -0.1258, atom 5 (C): -0.1913, atom 6 (C): -0.2474